Entry 1:
The following is a DFT calculation (ωB97M-V/def2-TZVPD) of 10 unconnected molecules or ions with the total composition C6H31NO10.

The value obtained for the LUMO energy is -0.120 eV. The calculation puts the relative energy (zero: lowest compared OMol25 entry of this formula, charge and spin) at 15.3 kJ/mol. The value obtained for the frontier orbital gap is 9.7220 eV. The value obtained for the HOMO energy is -9.84 eV.

Each line ends with the Mulliken charge.
Element x y z (Å)
C 0.92276 -0.29743 -3.12195  -1.717
C 0.29263 -0.08709 -1.79108  0.453
O 0.44033 -0.84710 -0.83623  -0.331
N -0.45910 1.04260 -1.67639  0.040
C -0.97523 1.56884 -0.42356  -0.800
C -0.59862 3.05405 -0.19453  1.028
C -1.57849 3.65826 0.81203  -1.511
C -0.59508 3.87222 -1.48249  -1.761
H 0.19397 -0.47475 -3.91134  0.382
H 1.57602 -1.16414 -3.15845  0.455
H 1.49601 0.58008 -3.40275  0.390
H -0.72054 1.43805 -2.56147  0.465
H -2.06502 1.49747 -0.39383  0.315
H -0.51795 0.97580 0.35344  0.129
H 0.37277 3.08510 0.29347  0.223
H -2.52383 4.00122 0.39632  0.397
H -1.08963 4.37217 1.46728  0.380
H -1.89234 2.88723 1.51954  0.391
H 0.13561 3.51956 -2.18868  0.372
H -0.33856 4.88862 -1.21096  0.474
H -1.60474 3.92524 -1.88133  0.353
O 1.87583 -0.63772 2.97048  -0.587
H 1.12830 -1.18069 2.65340  0.271
H 2.00786 -0.91850 3.88320  0.275
O -0.53759 -2.09620 3.09837  -0.604
H -1.20501 -2.05679 3.80063  0.292
H -1.14866 -2.37010 2.38460  0.319
O 2.45860 1.19082 0.97870  -0.640
H 2.29481 0.62719 1.76207  0.364
H 2.11156 0.62187 0.28149  0.229
O -1.80422 -2.97748 -1.69783  -0.722
H -0.88677 -3.17444 -1.92765  0.346
H -1.86935 -2.04390 -1.98811  0.376
O -2.32737 -2.89849 1.00779  -0.697
H -2.91864 -3.59420 0.70493  0.280
H -1.98348 -2.52481 0.17787  0.420
O -2.50086 -0.59156 -3.04990  -0.638
H -3.42012 -0.59131 -3.34080  0.266
H -2.44350 0.15556 -2.44003  0.299
O 0.17570 1.92221 3.31448  -0.622
H 0.07493 1.04943 2.90299  0.289
H 1.09052 2.12938 3.09107  0.346
O 3.63464 -0.83672 -0.49922  -0.625
H 2.77149 -0.85785 -0.92316  0.207
H 3.62978 -1.62816 0.05330  0.359
O 1.80796 -2.83212 0.70705  -0.615
H 1.64774 -3.69970 0.33203  0.248
H 1.18343 -2.18961 0.34410  0.437

---

Entry 2:
The following is a DFT calculation (ωB97M-V/def2-TZVPD) of a molecular structure, C6H32FeO19.

The value obtained for the LUMO energy (spin up / spin down) is -5.418 / -6.882 eV. Its spin multiplicity is 6. The value obtained for the frontier orbital gap (spin up / spin down) is 6.8159 / 5.3510 eV. The value obtained for the HOMO energy (spin up / spin down) is -12.23 / -12.23 eV. Its net charge is +1. Its expectation value of S² is 8.797.

Each line ends with the Mulliken charge.
Element x y z (Å)
Fe -3.94682 1.88885 1.76718  0.866
C -1.59377 -0.95081 0.09831  -0.692
C -1.62664 0.45634 0.10972  0.082
C -0.23460 1.17762 -0.38792  0.169
O -0.27996 2.34112 -0.72943  -0.299
C 1.00707 0.34341 -0.36686  1.566
C 0.95192 -0.97450 -0.15133  -0.300
C -0.43907 -1.68379 0.04903  -0.283
O -0.59718 -2.98177 0.24645  -0.402
O 2.10020 -1.55986 -0.01248  -0.698
O -2.55698 1.15887 0.58810  -0.159
H -2.50411 -1.45285 0.39094  1.016
H 1.90109 0.89396 -0.61989  -0.259
O 3.62584 0.78127 -2.94164  -0.670
H 2.71854 1.01977 -3.13176  0.269
H 4.10636 1.60772 -2.98980  0.307
O 1.00611 -6.18432 0.06366  -0.616
H 1.76649 -6.24050 -0.51505  0.301
H 0.85342 -5.24525 0.16882  0.323
O 5.19168 -1.00604 -1.58994  -0.606
H 4.71505 -1.81247 -1.39315  0.308
H 4.53466 -0.42722 -1.97661  0.409
O -3.79561 0.08342 2.70954  -0.497
H -4.35470 -0.53876 3.17488  0.353
H -3.13695 -0.46141 2.27879  0.348
O 1.48715 4.11616 0.64385  -0.616
H 1.80301 4.61557 -0.10918  0.322
H 0.81998 3.53280 0.28218  0.258
O -2.34709 -4.74394 -1.66194  -0.642
H -3.12056 -5.04315 -1.18398  0.305
H -1.81764 -4.29358 -1.00385  0.326
O -5.46878 1.38680 0.25366  -0.531
H -6.41891 1.42739 0.36242  0.325
H -5.34065 1.23586 -0.68285  0.312
O -2.57339 2.33410 -2.85378  -0.641
H -1.81724 1.93738 -3.28631  0.306
H -2.19537 2.95834 -2.23439  0.364
O -1.15277 4.58716 -1.66559  -0.693
H -0.82885 3.83702 -1.16698  0.526
H -0.61287 4.60123 -2.45587  0.329
O -2.44872 2.47160 3.22779  -0.430
H -1.87789 3.23995 3.23257  0.312
H -2.63469 2.30504 4.15186  0.339
O -2.10910 -4.38081 2.39398  -0.684
H -1.45162 -3.91173 1.88026  0.310
H -1.91264 -5.30613 2.24767  0.315
O 3.50902 0.14121 2.06074  -0.671
H 3.11477 -0.49795 1.46722  0.402
H 3.91885 -0.38775 2.74519  0.309
O 4.05617 2.23557 0.44272  -0.660
H 4.01544 1.53901 1.09800  0.442
H 3.50573 1.92234 -0.27501  0.182
O 1.46211 2.75099 -2.75544  -0.710
H 1.03778 2.47464 -1.94315  0.202
H 0.73815 2.97402 -3.34056  0.271
O 2.21202 -3.54248 2.07663  -0.644
H 2.07117 -2.76877 1.53094  0.323
H 2.96560 -3.98089 1.68149  0.307

---

Entry 3:
The following is a DFT calculation (ωB97M-V/def2-TZVPD) of a molecular structure, C6H34AgO18P.

The value obtained for the LUMO energy (spin up / spin down) is 0.529 / -1.551 eV. Its spin multiplicity is 2. The value obtained for the frontier orbital gap (spin up / spin down) is 7.5582 / 5.4773 eV. The value obtained for the HOMO energy (spin up / spin down) is -7.03 / -7.03 eV. Its net charge is -1. Its expectation value of S² is 0.763.

Each line ends with the Mulliken charge.
Element x y z (Å)
Ag -2.25121 1.42924 -2.24130  0.405
P -0.18023 1.08736 -0.28705  0.107
O -1.58838 0.36003 -0.40695  -0.729
O -0.30886 2.17411 -1.40162  -0.501
O 0.91799 0.05034 -0.63928  1.269
O -0.04260 1.71097 1.07483  -0.868
O 0.99994 -2.10879 1.04233  -0.803
H 0.09496 -2.15484 1.37719  0.462
H 0.97817 -1.37586 0.36843  -0.010
O 2.48719 2.68132 0.61673  -0.698
H 1.74591 2.69889 1.22532  0.407
H 2.19372 2.11315 -0.10211  0.277
O 2.01598 2.20232 -2.77775  -0.777
H 1.18769 2.25839 -2.27308  0.365
H 2.27329 1.27021 -2.72475  0.397
O -2.58970 -1.28090 1.42844  -0.650
H -2.25232 -0.70633 0.71890  0.292
H -2.83165 -0.67481 2.13583  0.309
O -2.00814 -0.60605 -3.42786  -0.663
H -2.74457 -1.13651 -3.74527  0.306
H -1.49240 -1.21639 -2.85646  0.585
O 1.85749 -0.24799 2.71164  -0.738
H 1.62531 -0.94265 2.06311  0.456
H 1.28149 0.48789 2.49348  0.346
O -0.02377 4.55606 -2.86049  -0.642
H -0.91084 4.70019 -2.52223  0.267
H 0.10753 3.60466 -2.79958  0.322
O -2.75862 3.16711 0.76299  -0.662
H -2.10624 2.45660 0.78118  0.313
H -2.96364 3.28760 -0.16688  0.247
C -1.15341 0.72281 5.50980  -0.217
C -0.45251 1.72261 4.56254  -0.411
O -1.26745 2.01397 3.41303  -0.503
O -2.40667 1.27247 5.98325  -0.520
H -0.56805 0.56330 6.41520  0.278
H -1.28751 -0.20320 4.94968  0.219
H 0.50128 1.33930 4.19950  0.201
H -0.30543 2.63725 5.14171  0.298
H -0.80508 1.72204 2.60825  0.454
H -2.55709 2.09955 5.51564  0.308
C 3.42039 -1.44411 -2.34415  -0.494
C 4.28961 -0.69451 -1.37715  -0.328
O 3.81017 -0.59652 -0.05921  -0.605
O 2.24831 -0.68996 -2.73019  -0.657
H 3.09153 -2.40201 -1.92800  0.240
H 3.90081 -1.69872 -3.29001  0.382
H 4.42381 0.36504 -1.63572  0.255
H 5.32809 -1.03349 -1.44244  0.381
H 2.88079 -0.36712 -0.17838  0.175
H 1.67192 -0.55152 -1.93871  0.440
C -2.09343 -3.96626 -2.33198  -0.700
C -1.20072 -3.36359 -1.27823  -0.206
O -0.58002 -2.18025 -1.80593  -0.539
O -3.46906 -3.55830 -2.22241  -0.542
H -2.04689 -5.05842 -2.35147  0.427
H -1.79070 -3.68583 -3.34623  0.339
H -0.43303 -4.08785 -1.00996  0.286
H -1.88263 -3.12801 -0.45761  0.267
H -0.08948 -1.72223 -1.11204  0.080
H -3.89103 -3.87175 -3.02650  0.300

---

Entry 4:
The following is a DFT calculation (ωB97M-V/def2-TZVPD) of a molecular structure, C6H34NO11.

The value obtained for the LUMO energy is 2.589 eV. The calculation puts the relative energy (zero: lowest compared OMol25 entry of this formula, charge and spin) at 141.3 kJ/mol. The value obtained for the frontier orbital gap is 8.9991 eV. The value obtained for the HOMO energy is -6.41 eV. Its net charge is -1.

Each line ends with the Mulliken charge.
Element x y z (Å)
C 2.23130 -1.60644 -0.71566  -0.133
N 1.65051 -2.50968 0.27603  -0.108
C 2.35712 -2.73753 1.49333  -0.573
O 2.84305 -1.56183 2.14133  -0.539
C 1.48050 -1.95781 -2.06257  -0.686
C 0.18366 -1.19152 -2.03383  -0.683
C 0.34631 0.34291 -2.44699  0.007
C 0.98268 0.38165 -3.82424  -1.356
H 1.98366 -0.59700 -0.43580  -0.217
H 3.31396 -1.63659 -0.82560  0.596
H 0.70775 -2.14167 0.52709  0.137
H 3.34023 -3.16144 1.16613  0.379
H 1.75241 -3.43910 2.07878  0.297
H 2.20329 -1.64957 -2.85607  0.377
H 1.35200 -3.01293 -2.24680  0.331
H -0.59787 -1.50671 -2.70654  0.428
H -0.30069 -1.11657 -1.05703  0.145
H 1.05334 0.74817 -1.72904  -0.023
H -0.59673 0.85619 -2.61424  0.383
H 0.86482 -0.59843 -4.31468  0.310
H 0.46131 1.02066 -4.55436  0.347
H 2.04412 0.63629 -3.94176  0.304
H -1.53031 1.74195 0.80587  0.192
H -2.10524 2.96637 2.32465  0.523
O -2.40386 1.87322 1.19767  -1.086
H -1.42796 -3.94128 0.28354  0.330
H -0.11152 -4.19181 -0.27263  0.367
O -1.00444 -4.56995 -0.32285  -0.704
H 2.28212 -0.76710 2.03944  0.368
H -0.20251 -0.21575 1.94326  0.398
O 0.66613 0.04569 1.53309  -0.573
H -0.39778 3.63751 1.98215  0.403
H 1.15958 3.49701 1.96565  0.262
O 0.39302 3.67585 1.40820  -0.627
H -2.45614 3.62702 -1.75780  0.315
H -1.25256 4.11393 -1.02548  0.324
O -1.96861 4.44596 -1.58419  -0.655
H -1.98907 -1.75528 2.82702  0.400
H -2.93633 -2.54974 2.11532  0.280
O -2.10272 -2.72408 2.57829  -0.677
H 3.52828 0.21525 0.56513  0.349
H 3.47999 1.68517 0.40039  0.303
O 3.39064 0.88067 -0.13053  -0.640
H -3.73536 1.91615 -0.01439  0.432
H -4.39957 0.81814 -0.98036  0.274
O -4.44500 1.72321 -0.66267  -0.676
H -2.23819 0.84337 1.82408  0.448
H -2.01172 0.27978 3.41426  0.238
O -1.73345 -0.04226 2.55070  -0.942
H -2.57322 4.36725 1.93536  0.303
H 0.51239 0.90502 1.12580  0.152
O -2.04328 3.93769 2.61355  -0.802